No. 1
{"formula": "C8H19N", "method": "the ωB97M-V functional and the def2-TZVPD basis", "fmax_ev_per_a": 6.4, "e_lumo_ha": 0.0366, "homo_ha": -0.2783, "gap_ev": 8.569, "de_lowest_ev": 2.835, "elements": ["C", "C", "C", "C", "C", "C", "C", "C", "N", "H", "H", "H", "H", "H", "H", "H", "H", "H", "H", "H", "H", "H", "H", "H", "H", "H", "H", "H"], "positions_angstrom": [[0.6048, 0.2450, -0.2095], [-0.7251, 0.6775, -0.5996], [-0.2069, -1.0375, 1.0837], [-0.2892, 2.1332, -1.7698], [1.4024, -0.5607, -1.2184], [-1.6183, -0.1957, -1.4484], [-1.1823, -0.4682, 2.0963], [1.0047, -1.6278, 1.7836], [1.3548, 1.1752, 0.5008], [-1.2515, 1.2326, 0.1696], [-0.6790, -1.8115, 0.4760], [2.1826, 1.5257, 0.0453], [1.2947, 1.3304, 1.4943], [0.9368, -1.5286, -1.3901], [1.4489, -0.0357, -2.1714], [0.0495, 1.7503, -2.7305], [-1.2443, 2.6447, -1.8780], [0.4291, 2.8341, -1.3508], [2.4192, -0.7237, -0.8629], [-2.1429, -0.9356, -0.8457], [-2.3583, 0.4265, -1.9509], [-1.0644, -0.7108, -2.2304], [-0.7862, 0.4617, 2.5110], [-2.1603, -0.2694, 1.6574], [1.7051, -2.0835, 1.0836], [-1.3702, -1.1739, 2.9135], [1.5423, -0.8645, 2.3501], [0.7040, -2.4097, 2.4913]], "atomic_forces_ev_per_a": [[-2.15, -3.83, 3.05], [0.58, 4.65, -4.30], [2.47, 0.45, -0.78], [-1.43, -1.87, 1.66], [-0.21, 0.11, 0.27], [-0.02, 0.07, 0.20], [-0.05, 0.24, -0.51], [-0.20, -0.25, 0.10], [0.91, 0.91, 0.29], [0.05, -0.18, 0.15], [0.08, 0.19, -0.19], [-0.01, -0.13, 0.33], [-0.17, -0.19, -0.28], [0.01, -0.05, -0.07], [0.04, 0.08, -0.13], [-0.05, -0.11, 0.03], [0.00, 0.05, -0.23], [0.05, -0.28, 0.20], [-0.04, -0.01, 0.04], [-0.09, -0.11, -0.04], [-0.10, -0.03, 0.08], [0.09, -0.07, 0.02], [-0.12, 0.02, 0.19], [0.00, 0.20, -0.05], [0.02, 0.04, -0.05], [0.26, 0.04, -0.04], [0.04, 0.02, 0.02], [0.06, 0.04, 0.04]]}

***

No. 2
{"formula": "C8H19N2O4Se2Tc", "method": "the ωB97M-V functional and the def2-TZVPD basis", "fmax_ev_per_a": 1.0, "spin_multiplicity": 2, "e_lumo_ha": [-0.4989, -0.4800], "homo_ha": [-0.7568, -0.7678], "gap_ev": [7.018, 7.832], "total_charge": 3, "de_lowest_ev": 0.248, "s2": 0.780, "elements": ["Tc", "C", "Se", "C", "C", "Se", "C", "H", "H", "H", "H", "H", "H", "H", "H", "H", "H", "C", "N", "C", "C", "C", "O", "H", "H", "H", "H", "H", "H", "H", "H", "H", "O", "N", "O", "O"], "positions_angstrom": [[0.5144, 0.2980, 0.5532], [1.2352, -2.3459, 2.9155], [0.2811, -2.0957, 1.2296], [1.4215, -3.0320, -0.0519], [2.6253, -2.2243, -0.4688], [2.0693, -0.5048, -1.2270], [3.7424, 0.4522, -1.0014], [1.1285, -3.4012, 3.1590], [0.7279, -1.7290, 3.6537], [2.2746, -2.0557, 2.7931], [0.7640, -3.2871, -0.8822], [1.7183, -3.9584, 0.4424], [3.1726, -2.7267, -1.2689], [3.3130, -2.0096, 0.3479], [4.4213, -0.0485, -1.6920], [4.0950, 0.3630, 0.0217], [3.5835, 1.4794, -1.3187], [-2.8620, 2.4845, 0.6522], [-3.1072, 1.5932, -0.5134], [-4.4488, 1.8206, -1.1517], [-2.2747, 0.7414, -0.9666], [-2.4026, -0.0759, -2.1956], [-1.0875, 0.5817, -0.2999], [-3.2908, 3.4510, 0.4034], [-1.8030, 2.6115, 0.8365], [-3.3757, 2.0776, 1.5208], [-5.1020, 2.1917, -0.3689], [-4.8485, 0.8933, -1.5428], [-4.3413, 2.5703, -1.9322], [-3.4202, -0.1351, -2.5645], [-2.0188, -1.0803, -2.0247], [-1.7864, 0.4029, -2.9648], [3.1652, 2.3910, 1.9926], [2.3440, 1.7444, 1.5129], [1.5453, 2.0757, 0.5263], [2.0272, 0.4868, 1.8752]], "atomic_forces_ev_per_a": [[-0.20, -0.34, -0.74], [-0.05, -0.01, -0.03], [0.37, 0.46, 0.11], [0.02, -0.16, 0.04], [0.07, -0.02, -0.03], [-0.43, 0.12, 0.27], [-0.02, -0.01, -0.18], [0.00, -0.01, 0.02], [0.01, -0.01, 0.01], [0.01, 0.00, 0.01], [0.03, -0.02, -0.04], [0.03, -0.03, -0.03], [0.01, -0.04, 0.01], [-0.02, -0.03, 0.04], [0.08, 0.06, 0.02], [0.04, -0.01, 0.01], [0.03, 0.03, 0.02], [0.00, -0.12, -0.28], [-0.57, 0.50, 0.22], [0.31, -0.11, 0.20], [0.99, -0.26, 0.05], [-0.01, 0.04, -0.02], [-0.76, 0.22, -0.03], [-0.01, 0.04, 0.02], [0.06, -0.04, 0.01], [-0.01, -0.04, 0.02], [-0.06, 0.01, -0.01], [-0.01, -0.02, -0.03], [0.01, 0.02, -0.04], [-0.01, -0.01, -0.01], [-0.01, 0.00, 0.03], [-0.02, -0.04, -0.02], [0.07, 0.04, -0.06], [-0.66, -0.54, 0.07], [0.46, -0.29, 0.41], [0.26, 0.60, -0.03]]}

***

No. 3
{"formula": "C8H19N6P", "method": "the ωB97M-V functional and the def2-TZVPD basis", "fmax_ev_per_a": 4.8, "e_lumo_ha": -0.2384, "homo_ha": -0.5995, "gap_ev": 9.825, "total_charge": 2, "de_lowest_ev": 3.147, "smiles": "CC[P@]1(N2CC2)=NC(=[N+](C)C)NC(=[NH2+])N1", "elements": ["C", "C", "C", "C", "C", "C", "C", "C", "N", "N", "N", "N", "N", "N", "P", "H", "H", "H", "H", "H", "H", "H", "H", "H", "H", "H", "H", "H", "H", "H", "H", "H", "H", "H"], "positions_angstrom": [[1.0346, 0.2389, -0.7439], [0.5073, -1.9182, 0.5189], [-0.4256, 1.3270, 2.9979], [-1.7130, 2.0002, 2.7540], [-2.7137, -1.0230, -1.3034], [1.8234, 2.0327, -2.1305], [3.2435, 0.1593, -1.7140], [-2.7751, -0.0070, -0.2573], [-0.0756, 0.8125, -0.4359], [-0.6610, -1.4778, 0.8944], [-1.4808, 0.6102, 2.2327], [1.3517, -0.9804, 0.0226], [1.9139, 0.6521, -1.6308], [0.8609, -3.1876, 0.7835], [-1.2753, 0.0912, 0.7183], [0.3665, 1.5669, 2.3440], [-0.3575, 0.9266, 4.1719], [-2.4059, 2.0687, 3.6026], [-1.7657, 2.8320, 2.0926], [-1.9101, -0.8786, -2.0309], [-2.6952, -2.0473, -1.0295], [-3.5608, -0.7806, -1.7891], [2.2125, 2.6369, -1.3411], [2.3821, 2.0327, -3.0634], [0.7640, 2.2830, -2.2657], [3.8646, -0.0937, -0.7579], [3.3486, -0.7345, -2.4260], [3.8700, 0.8645, -2.3538], [-3.7084, -0.0599, 0.4496], [-2.9872, 0.9643, -0.8900], [-1.4337, -2.0566, 1.1019], [2.3945, -1.2806, -0.0949], [0.3220, -3.8987, 1.2946], [1.6846, -3.6752, 0.2785]], "atomic_forces_ev_per_a": [[-1.15, -1.79, 2.23], [1.72, -0.58, 0.15], [-1.31, -1.45, 3.72], [-0.08, -0.33, 0.62], [2.39, -1.04, -0.44], [-1.51, -0.58, -0.24], [3.75, -2.05, -1.65], [-1.85, 3.01, 1.78], [-2.99, -0.30, 2.11], [-2.21, 1.39, 0.25], [-0.35, 0.46, -0.19], [4.06, -1.36, -1.56], [-0.01, 0.37, 0.59], [2.10, -1.02, -1.64], [2.70, 2.44, -3.20], [1.33, 0.47, 0.18], [0.54, 0.98, -3.62], [0.20, -0.36, -0.54], [-0.01, 0.27, -0.75], [0.11, 0.23, 0.23], [-0.25, -0.96, 0.51], [-3.04, -0.20, -2.29], [0.57, 0.89, 0.12], [-0.19, 0.53, 0.14], [0.43, 0.02, -0.22], [-1.40, 0.79, -1.38], [-0.56, 0.68, 1.26], [-0.79, -0.52, 1.44], [1.73, -0.23, -1.17], [0.98, -1.20, 1.88], [-0.39, -1.67, 0.46], [-2.65, 0.42, 0.32], [-0.16, 1.08, -0.18], [-1.72, 1.59, 1.07]]}

***

No. 4
{"formula": "C8H19N6S2Sr", "method": "the ωB97M-V functional and the def2-TZVPD basis", "fmax_ev_per_a": 3.6, "e_lumo_ha": -0.1259, "homo_ha": -0.3838, "gap_ev": 7.020, "total_charge": 1, "elements": ["Sr", "N", "C", "C", "N", "C", "C", "N", "H", "H", "H", "H", "H", "H", "H", "H", "H", "H", "H", "H", "H", "S", "C", "N", "C", "C", "N", "H", "H", "H", "H", "H", "H", "S", "C", "N"], "positions_angstrom": [[-10.6734, -4.2405, -1.6016], [-12.1531, -3.6134, 0.6442], [-11.2112, -4.1477, 1.6407], [-10.8539, -5.6459, 1.5752], [-10.4012, -6.1051, 0.1922], [-9.0090, -6.5144, 0.1117], [-8.3442, -6.0582, -1.1872], [-9.1787, -6.1884, -2.3894], [-12.2171, -2.5951, 0.8311], [-13.0846, -3.9537, 0.8871], [-11.5158, -3.8896, 2.6501], [-10.2912, -3.5376, 1.5697], [-11.7002, -6.2488, 1.9704], [-10.0149, -5.7497, 2.2111], [-11.0167, -6.8073, -0.2110], [-8.9424, -7.6192, 0.3106], [-8.4383, -6.0463, 0.9651], [-7.3190, -6.5879, -1.3618], [-8.0288, -5.0424, -1.1214], [-9.7473, -7.0436, -2.4315], [-8.6970, -6.0423, -3.2777], [-11.9944, -3.5837, -4.1239], [-13.1509, -4.7456, -3.7305], [-13.1384, -6.0849, -3.6426], [-14.3012, -6.5515, -2.9120], [-15.0093, -5.2976, -2.4918], [-14.2078, -4.2218, -3.0416], [-12.4623, -6.7178, -4.1129], [-14.0630, -7.2386, -2.0323], [-14.9564, -7.1083, -3.5967], [-15.1702, -5.2735, -1.3257], [-16.0399, -5.2393, -2.8858], [-14.3183, -3.1916, -2.9254], [-10.5694, -0.7142, 1.4687], [-10.0428, -1.4077, 0.1070], [-9.6855, -2.0505, -0.8548]], "atomic_forces_ev_per_a": [[-0.21, 1.71, 0.32], [-0.53, -0.29, 0.10], [1.11, 0.54, 0.15], [-1.34, 0.32, -1.34], [-1.01, 0.91, 0.80], [0.86, -0.86, 1.01], [2.35, -2.05, -0.87], [-1.05, -0.33, -0.16], [0.32, -0.45, -0.29], [0.10, -0.03, -0.18], [-0.32, -0.34, 0.34], [-0.18, -0.38, -0.36], [0.59, 0.11, -0.46], [0.67, -0.40, 0.90], [0.15, -0.07, 0.56], [0.24, 0.83, -0.55], [-0.56, -0.38, -0.96], [-1.76, 0.56, 0.65], [0.00, 1.17, 0.26], [0.83, 0.29, -0.04], [0.01, -0.26, 0.49], [0.77, -0.48, -1.27], [0.09, 2.15, 1.82], [0.90, -0.27, -0.36], [-0.49, -2.25, 0.17], [-2.32, 1.04, 2.51], [0.30, -0.74, -0.30], [-0.91, 1.13, 0.41], [-0.03, 0.93, -1.21], [0.25, -0.13, 0.28], [0.66, 0.31, -2.08], [0.44, -0.19, 0.08], [0.12, -1.57, -0.19], [-0.01, 0.23, -0.10], [0.89, -1.98, -2.27], [-0.96, 1.22, 2.14]]}

***

No. 5
{"formula": "C8H19NO", "method": "the ωB97M-V functional and the def2-TZVPD basis", "fmax_ev_per_a": 6.7, "spin_multiplicity": 2, "e_lumo_ha": [-0.1082, -0.3089], "homo_ha": [-0.4923, -0.4923], "gap_ev": [10.453, 4.990], "total_charge": 1, "de_lowest_ev": 3.191, "s2": 0.775, "elements": ["C", "C", "C", "H", "H", "H", "H", "H", "H", "H", "H", "C", "C", "C", "C", "C", "O", "N", "H", "H", "H", "H", "H", "H", "H", "H", "H", "H", "H"], "positions_angstrom": [[-2.0689, -0.9561, 2.6181], [-1.9028, -2.3170, 1.9822], [-0.7582, -0.4135, 3.0380], [-2.7688, -0.9265, 3.3896], [-2.3917, -0.2957, 1.7623], [-2.9267, -2.5048, 1.4920], [-1.2393, -2.2302, 1.1937], [-0.6705, -0.6144, 4.1491], [-1.6385, -3.1687, 2.6432], [-0.7150, 0.6763, 2.6474], [0.1845, -0.8966, 2.7213], [1.2885, -0.5319, -0.8001], [1.7000, 0.0778, 0.5765], [2.1248, 1.7515, -1.9237], [-0.6186, 1.5828, -3.3956], [-0.1133, 0.6617, -2.3087], [-0.9598, -0.0610, -1.9805], [1.0607, 0.6928, -1.6285], [1.8428, -1.3218, -1.3541], [0.3876, -1.2825, -0.6187], [2.6826, 0.6148, 0.6119], [1.4245, -0.5033, 1.4443], [2.0443, 2.4802, -0.9786], [-0.5390, 0.7701, -4.3197], [0.9746, 1.0815, 0.6537], [3.1495, 1.3009, -2.1204], [2.0385, 2.2404, -2.7857], [-1.7193, 1.7334, -3.1587], [0.1273, 2.3598, -3.5501]], "atomic_forces_ev_per_a": [[1.06, -0.03, -3.30], [-3.77, -0.97, 0.72], [1.59, 1.70, 1.69], [-1.24, 0.06, 1.15], [-0.33, -0.60, 0.96], [1.46, -0.44, 0.68], [1.62, -0.06, -1.57], [0.05, 1.28, -0.91], [-0.13, 0.65, -0.30], [0.37, -1.45, 1.58], [-0.86, -0.21, -0.52], [-0.54, -0.79, 1.51], [-1.06, 3.55, -0.91], [1.11, -2.32, 5.41], [0.74, -2.50, -2.11], [1.24, 4.08, -1.60], [-3.91, -4.96, 2.30], [1.38, -0.56, -1.14], [0.90, 1.07, 0.33], [0.71, 2.50, -0.65], [-0.48, -1.27, 0.06], [0.46, -0.29, -0.12], [0.61, -1.54, -2.22], [-0.39, 2.44, 1.92], [1.43, -2.68, 0.08], [-1.17, 0.11, 1.29], [-1.67, 2.09, -3.40], [1.71, 0.54, -0.63], [-0.92, 0.59, -0.31]]}

***

No. 6
{"formula": "C8H19NO3P", "method": "the ωB97M-V functional and the def2-TZVPD basis", "fmax_ev_per_a": 4.1, "e_lumo_ha": 0.1310, "homo_ha": -0.1862, "gap_ev": 8.631, "total_charge": -1, "de_lowest_ev": 1.665, "smiles": "CCN(CC)[P@@](=O)([O-])OC(C)(C)C", "elements": ["C", "C", "C", "C", "C", "C", "C", "C", "N", "O", "O", "O", "P", "H", "H", "H", "H", "H", "H", "H", "H", "H", "H", "H", "H", "H", "H", "H", "H", "H", "H", "H"], "positions_angstrom": [[-2.9649, 1.9618, -0.9643], [-2.3631, 0.0891, 1.6431], [2.8728, -1.0708, 0.7017], [1.3352, -2.8410, -0.3507], [2.3183, -1.2411, -1.8312], [-1.4496, 1.4816, -0.8677], [-1.7427, 1.4395, 1.4828], [1.8663, -1.3258, -0.3740], [-0.8683, 1.6147, 0.4136], [1.5409, 1.9479, -0.6326], [1.3203, 1.2036, 1.8535], [0.6550, -0.6106, -0.1429], [0.8296, 1.2602, 0.4655], [-3.5693, 1.3790, -1.6301], [-3.5767, 1.9051, 0.0143], [-2.9985, 3.0550, -1.2693], [-1.5239, -0.6829, 1.4666], [-2.7837, -0.0380, 2.6533], [-3.1296, -0.1488, 0.9849], [3.4824, -0.1971, 0.6994], [2.1902, -1.0709, 1.5928], [3.7002, -1.8694, 0.7009], [0.6750, -3.0550, -1.1055], [0.8510, -2.9480, 0.5861], [2.2245, -3.4724, -0.4487], [1.3424, -1.1676, -2.2681], [2.7698, -0.2028, -2.0016], [3.0046, -1.9344, -2.2793], [-1.3894, 0.5394, -1.4032], [-0.9545, 2.1288, -1.5527], [-2.5508, 2.2622, 1.5527], [-1.1136, 1.6088, 2.3107]], "atomic_forces_ev_per_a": [[-0.10, 1.37, 1.82], [2.21, -1.72, 1.23], [0.44, -2.22, 1.22], [3.11, 1.71, 1.99], [0.34, 4.08, 0.26], [-2.48, 0.75, -1.94], [-1.29, 1.21, 1.65], [-1.31, -2.22, -1.19], [1.86, -0.17, -1.27], [-0.22, -0.01, -0.10], [-0.32, 0.08, 0.40], [0.78, 2.91, 0.65], [-1.06, -2.25, -1.04], [0.03, -0.32, -0.81], [1.20, 0.08, -1.48], [-0.08, -1.26, 0.28], [-1.27, 0.97, 0.44], [0.27, 0.02, -0.15], [-1.46, -0.26, -1.55], [-0.29, 1.25, -0.40], [1.43, -0.12, -0.15], [-1.44, 0.49, 0.26], [-1.61, -0.15, -1.98], [-0.42, -0.55, 1.04], [-0.22, -0.29, 0.20], [-0.27, -0.35, -1.20], [-0.47, -1.16, 0.13], [0.03, -0.83, 0.23], [0.14, -0.87, 0.68], [0.72, 0.67, -0.49], [1.21, -1.01, -0.21], [0.54, 0.16, 1.50]]}